No. 1
{
  "formula": "C3H6N2O",
  "method": "ωB97M-V with the def2-TZVPD basis set",
  "elements": ["O", "N", "N", "C", "C", "C", "H", "H", "H", "H", "H", "H"],
  "xyz": [[0.5526, 0.8520, 1.1659], [-1.1925, 2.6359, -0.9539], [0.9398, -1.5352, 0.0527], [-0.0522, -0.7332, -0.6374], [-0.4925, 0.4380, 0.2928], [-0.9640, 1.6321, -0.4271], [-1.2800, 0.0687, 0.9560], [0.3479, -0.3566, -1.5885], [1.4161, -0.8858, 0.6781], [-0.9198, -1.3516, -0.8987], [1.1643, 1.4372, 0.6944], [0.4803, -2.2015, 0.6657]],
  "nbo_charge": [-0.69, -0.30, -0.82, -0.23, -0.02, 0.24, 0.22, 0.19, 0.37, 0.21, 0.48, 0.35],
  "energy_ha": -302.6323,
  "smiles": "N#C[C@H](O)CN",
  "lumo_energy_ev": 0.64,
  "largest_force_ev_per_a": 1.08,
  "de_lowest_kcal_mol": 38.12,
  "orbital_gap_ev": 10.58
}

=====

No. 2
{
  "formula": "C2H4N2",
  "method": "ωB97M-V with the def2-TZVPD basis set",
  "elements": ["N", "N", "C", "C", "H", "H", "H", "H"],
  "xyz": [[0.6901, -0.5977, -0.6386], [1.6082, -1.3860, -0.7356], [-1.2609, 0.8772, 0.7825], [-1.2095, 1.2113, -0.3754], [0.5906, -0.4866, 0.3958], [-1.2362, 1.5213, -1.4143], [-1.1358, 0.4944, 1.7739], [1.9535, -1.6340, 0.2118]],
  "nbo_charge": [-0.26, -0.28, -0.30, -0.19, 0.28, 0.25, 0.23, 0.27],
  "energy_ha": -187.9512,
  "smiles": "[H]/N=N\\[H].C#C",
  "lumo_energy_ev": 0.88,
  "largest_force_ev_per_a": 2.42,
  "de_lowest_kcal_mol": 104.84,
  "orbital_gap_ev": 10.51
}

=====

No. 3
{
  "formula": "C6H15NO2",
  "method": "ωB97M-V with the def2-TZVPD basis set",
  "elements": ["O", "O", "N", "C", "C", "C", "C", "C", "C", "H", "H", "H", "H", "H", "H", "H", "H", "H", "H", "H", "H", "H", "H", "H"],
  "xyz": [[-2.1200, -0.1881, 0.4806], [-0.0293, -2.0893, 0.3618], [-0.2891, 1.0195, -1.2709], [-0.9823, 0.2345, 0.6346], [-0.7810, 2.3075, -1.7531], [0.2640, -0.9235, 1.1346], [-0.0763, -1.2446, 2.5925], [1.7723, -0.6991, 1.0257], [-0.0099, 0.0965, -2.3676], [0.5052, 0.9519, -0.5128], [2.0758, -0.5301, -0.0123], [-0.0401, 2.8157, -2.3749], [2.3241, -1.5927, 1.3413], [0.7027, 0.5380, -3.0687], [-0.6957, 1.1899, 1.0987], [0.4715, -0.7987, -1.9723], [-1.6779, 2.1637, -2.3662], [-0.9198, -0.1788, -2.9083], [-0.9998, -2.1275, 0.2702], [2.1006, 0.1362, 1.6518], [0.3332, -0.5005, 3.2832], [-1.0709, 2.9530, -0.9211], [-1.1561, -1.3033, 2.7614], [0.2986, -2.2302, 2.8917]],
  "nbo_charge": [-0.62, -0.75, -0.60, 0.43, -0.41, 0.18, -0.65, -0.65, -0.42, 0.40, 0.21, 0.18, 0.24, 0.17, 0.11, 0.22, 0.21, 0.20, 0.48, 0.21, 0.20, 0.21, 0.22, 0.23],
  "energy_ha": -442.7631,
  "smiles": "CC(C)(O)C=O.CNC",
  "lumo_energy_ev": 0.76,
  "largest_force_ev_per_a": 3.36,
  "de_lowest_kcal_mol": 74.10,
  "orbital_gap_ev": 9.55
}

=====

No. 4
{
  "formula": "C2HO5S",
  "method": "ωB97M-V with the def2-TZVPD basis set",
  "elements": ["S", "O", "O", "O", "O", "O", "C", "C", "H"],
  "xyz": [[0.9409, -0.9331, -1.0467], [1.4789, 1.0990, 1.5437], [-1.7481, 0.5479, 0.2941], [2.2212, -0.5084, -1.6659], [-0.4205, -0.3507, -1.8546], [-0.9144, -0.7132, 1.9398], [-0.8979, 0.1653, 1.0709], [0.5269, 0.7422, 0.9660], [-1.1870, -0.0490, -1.2473]],
  "nbo_charge": [1.10, -0.49, -0.72, -0.95, -0.96, -0.66, 0.65, 0.51, 0.52],
  "charge": -1,
  "energy_ha": -851.2107,
  "lumo_energy_ev": [3.76, 3.56],
  "largest_force_ev_per_a": 2.28,
  "de_lowest_kcal_mol": 31.59,
  "orbital_gap_ev": [7.35, 6.70]
}